Density functional theory data (wB97M-V/def2-TZVPD) for C4H8Br2Si as an isolated structure in a non-equilibrium geometry.

The geometry in XYZ format:
```
15
Properties=species:S:1:pos:R:3:forces:R:3:nbo_charge:R:1
C -1.3464 -0.2651 1.6885 -0.586 2.015 -0.166 -0.353
C -0.2976 -0.3593 0.9058 2.271 -0.407 -0.002 -0.413
C 0.4471 -1.6837 0.9136 2.191 0.962 2.053 -0.641
C 0.5029 0.8144 -2.0306 -1.203 0.288 -0.116 -0.744
Si 0.3531 1.1275 -0.1069 -1.310 -0.605 -0.758 1.092
Br -1.2398 0.8629 -2.9929 -0.128 -0.710 0.667 0.000
Br 1.3316 2.3589 -2.7892 1.120 0.649 0.080 0.050
H -1.7914 0.7312 1.7327 -0.607 -0.476 0.214 0.198
H -1.7244 -1.0720 2.2798 -0.157 -0.280 0.367 0.199
H 0.1466 -2.3127 1.7757 -0.053 0.279 -0.610 0.213
H 1.6212 -1.6288 0.9978 -2.249 0.172 -0.490 0.213
H 0.1442 -2.0918 0.0162 -0.054 -1.716 -1.968 0.215
H 0.9852 -0.0519 -2.4480 0.275 -0.260 0.166 0.233
H 1.7646 1.5559 0.2011 -0.701 0.023 0.227 -0.132
H -0.8970 2.0145 -0.1437 1.192 0.065 0.336 -0.130
```
Positions in Å, forces in eV/Å.

Computed properties:
LUMO level in eV: 0.44
Energy above the lowest of the compared OMol25 structures with the same formula, charge and spin in kcal per mole: 74.0
DFT total energy in hartree: -5594.66847



Density functional theory data (wB97M-V/def2-TZVPD) for C4H8Br3NO as an isolated structure.

The geometry in XYZ format:
```
17
Properties=species:S:1:pos:R:3:forces:R:3:nbo_charge:R:1
C 31.0987 -24.0795 -0.2479 -0.533 -0.006 0.094 0.537
O 30.0679 -24.7317 -0.3028 0.163 0.071 0.053 -0.655
N 32.2854 -24.4663 -0.7348 0.178 -0.101 -0.149 -0.421
C 33.4349 -23.5946 -0.7068 0.046 -0.082 -0.108 -0.399
C 32.3968 -25.6854 -1.5053 -0.177 -0.126 0.073 -0.423
H 31.1270 -23.0826 0.2166 0.032 0.006 0.089 0.118
H 34.2958 -24.1355 -0.3105 0.029 0.074 0.060 0.199
H 33.2276 -22.7338 -0.0751 0.036 0.025 -0.008 0.213
H 33.6843 -23.2538 -1.7155 0.019 0.072 0.029 0.194
H 33.2969 -26.2241 -1.2107 0.078 0.023 -0.122 0.199
H 31.5335 -26.3135 -1.3030 -0.031 0.051 0.031 0.243
H 32.4110 -25.4621 -2.5754 0.157 -0.054 0.001 0.196
C 27.4767 -23.2080 0.1586 -0.005 -0.118 -0.007 -0.501
Br 25.6478 -23.2347 0.7287 -0.199 -0.031 0.079 0.083
Br 28.4912 -21.9374 1.1798 0.088 0.066 0.076 0.072
Br 27.6113 -22.8682 -1.7177 0.002 0.094 -0.227 0.089
H 27.9035 -24.1853 0.3291 0.118 0.035 0.036 0.255
```
Positions in Å, forces in eV/Å.

Computed properties:
LUMO level in eV: 0.38
Energy above the lowest of the compared OMol25 structures with the same formula, charge and spin in kcal per mole: 0.0
DFT total energy in hartree: -8009.24199



Density functional theory data (wB97M-V/def2-TZVPD) for C4H8BrHgO4 as an isolated structure in a non-equilibrium geometry.

The geometry in XYZ format:
```
18
Properties=species:S:1:pos:R:3:forces:R:3:nbo_charge:R:1
Hg 0.7999 0.6206 0.8583 0.610 -1.093 -0.624 1.425
C -1.7651 1.0202 -1.0329 0.525 -0.244 0.687 -0.639
C -1.2659 -0.4257 -1.1845 0.075 0.370 -0.021 0.103
C -0.5848 -0.5624 -2.5410 -0.571 -0.834 -0.801 -0.634
O -0.4622 -0.8523 -0.1404 0.127 0.841 0.673 -0.911
H -2.3986 1.3118 -1.8703 -0.116 0.194 0.135 0.198
H -0.8903 1.6802 -0.9549 -0.002 0.036 -0.453 0.196
H -2.2521 1.1272 -0.0589 -0.423 -0.064 -0.216 0.198
H -2.1713 -1.0599 -1.1727 0.031 -0.069 -0.189 0.125
H -1.3339 -0.4003 -3.3310 0.122 0.398 0.022 0.176
H -0.2859 -1.5978 -2.7351 0.251 0.035 0.383 0.201
H 0.2790 0.0809 -2.7025 -0.043 0.136 0.264 0.225
O 2.2559 -0.5161 4.5414 0.358 0.124 0.184 -0.703
C 1.8758 -0.1805 3.2919 -0.767 0.166 -2.020 0.945
O 1.9735 1.0166 2.9060 -0.108 0.398 0.808 -0.795
O 1.4105 -1.0628 2.5266 0.205 -0.609 0.956 -0.807
H 2.2030 -1.4791 4.5620 -0.111 0.003 0.005 0.488
Br 2.6126 1.2796 -0.9621 -0.163 0.211 0.208 -0.793
```
Positions in Å, forces in eV/Å.

Computed properties:
LUMO level in eV: 2.83
Total charge: -1
DFT total energy in hartree: -3185.71998



Density functional theory data (wB97M-V/def2-TZVPD) for one molecule with the formula C4H8BrN in a non-equilibrium geometry.

The geometry in XYZ format:
```
14
Properties=species:S:1:pos:R:3:forces:R:3:nbo_charge:R:1
C -0.5328 1.5718 -0.2648 -2.220 0.666 -2.049 -0.277
C 0.0510 0.3126 0.1538 1.707 -1.976 0.305 0.071
C 1.2445 -0.3075 -0.5408 -1.402 0.964 -0.472 -0.624
C -0.8158 -0.6919 0.8800 2.467 2.748 4.543 -0.601
N 0.2123 1.5574 0.9371 1.207 0.773 1.596 -0.404
Br 1.9086 2.5293 0.9003 -0.961 -0.722 -0.224 0.111
H -0.3477 2.1950 -1.1665 0.627 -0.747 0.758 0.225
H -1.6043 1.5221 -0.0767 -0.113 0.712 0.107 0.200
H 1.9311 -0.9210 -0.0612 0.805 -1.029 1.935 0.220
H 1.8027 0.4578 -0.9484 1.433 1.921 -0.755 0.220
H 1.0157 -0.8541 -1.4096 -1.135 -0.912 -1.120 0.217
H -1.5319 -0.2342 1.5631 -0.154 0.653 -0.279 0.219
H -0.2551 -1.2870 1.6391 0.177 0.182 -0.936 0.216
H -1.3466 -1.2910 0.3194 -2.439 -3.231 -3.409 0.207
```
Positions in Å, forces in eV/Å.

Computed properties:
LUMO level in eV: 0.25
Energy above the lowest of the compared OMol25 structures with the same formula, charge and spin in kcal per mole: 44.7
Structure (SMILES): CC1(C)CN1Br
DFT total energy in hartree: -2785.87881



Density functional theory data (wB97M-V/def2-TZVPD) for an isolated ion of composition C4H8BrN2 and charge +1 in a non-equilibrium geometry.

The geometry in XYZ format:
```
15
Properties=species:S:1:pos:R:3:forces:R:3:nbo_charge:R:1
C 1.1578 -0.7218 -0.2986 1.745 1.492 0.588 0.568
C -1.2315 1.2164 0.5122 -2.388 1.773 1.025 -0.319
C 0.0427 1.3440 -0.2534 2.151 2.037 0.486 -0.236
C 1.8647 -1.8679 0.0380 1.172 -1.307 1.652 -0.771
N -1.8379 0.0032 0.0734 -1.727 -0.667 -0.834 -0.482
N 0.2972 0.0030 -0.7341 -1.749 -0.733 -1.262 -0.481
Br -3.6230 0.0423 -0.2308 0.127 0.077 0.056 0.389
H -1.0558 0.9508 1.5735 0.278 0.682 -0.103 0.250
H -1.8900 2.1993 0.4600 1.248 -2.095 0.100 0.248
H 0.0291 2.0835 -1.0817 -0.220 -0.663 0.381 0.250
H 0.8715 1.6363 0.4547 -0.755 -0.205 -0.958 0.241
H 2.9829 -1.8319 -0.0220 -0.898 0.499 -0.155 0.308
H 1.5249 -2.5889 -0.6942 -0.047 -1.343 0.427 0.277
H 1.6685 -2.0286 1.1785 -0.043 -0.336 -2.093 0.316
H -0.8011 -0.4398 -0.9757 1.107 0.790 0.691 0.441
```
Positions in Å, forces in eV/Å.

Computed properties:
LUMO level (alpha / beta) in eV: -4.77 / -5.78
Energy above the lowest of the compared OMol25 structures with the same formula, charge and spin in kcal per mole: 161.0
Total charge: +1
DFT total energy in hartree: -2840.26355



Density functional theory data (wB97M-V/def2-TZVPD) for an isolated ion of composition C4H8BrN2 and charge +1 in a non-equilibrium geometry.

The geometry in XYZ format:
```
15
Properties=species:S:1:pos:R:3:forces:R:3:lowdin_spin:R:1
C 2.0279 -1.0997 -0.7300 -0.423 -2.424 -0.820 0.167
C 2.6096 0.0282 -0.2044 4.768 -1.287 0.643 0.424
C -0.2196 -0.1960 -0.2874 -3.865 1.725 1.281 0.138
C -0.9355 -0.4627 1.0127 -0.099 -3.229 3.045 0.026
N 0.7250 -1.1275 -0.5497 3.461 -0.308 -1.099 0.887
N 0.0978 1.2248 -0.4242 2.971 -4.015 -2.190 0.064
Br 4.4759 0.0205 0.2593 -1.807 0.022 -0.709 0.189
H 2.6333 -1.9504 -1.2744 -1.459 1.614 1.280 0.016
H 2.1305 0.9307 -0.1371 -1.024 1.850 0.752 0.014
H -0.9362 -0.5336 -1.0717 -0.551 0.359 -0.276 0.067
H -0.2509 -0.4887 1.9351 -0.521 0.238 -1.545 0.001
H -1.4331 -1.5285 1.0671 1.054 1.953 -0.527 0.000
H -1.7345 0.1901 1.3117 -0.269 0.714 -0.585 0.001
H -0.3899 1.9536 -0.0324 -1.748 1.418 0.781 0.004
H 0.5683 1.2944 -1.3154 -0.488 1.368 -0.031 0.001
```
Positions in Å, forces in eV/Å.

Computed properties:
LUMO level (alpha / beta) in eV: -4.06 / -8.34
Energy above the lowest of the compared OMol25 structures with the same formula, charge and spin in kcal per mole: 51.0
Total charge: +1
Expectation value of S²: 2.03
DFT total energy in hartree: -2840.28687
Multiplicity: 3



Density functional theory data (wB97M-V/def2-TZVPD) for a 2-piece molecular cluster, C4H8BrN2O overall in a non-equilibrium geometry.

The geometry in XYZ format:
```
16
Properties=species:S:1:pos:R:3:forces:R:3:nbo_charge:R:1
C -1.9097 1.6060 -0.3813 -1.919 1.749 0.497 -0.032
C -0.5289 -0.8665 0.8292 2.595 2.583 -0.246 -0.204
C -0.1324 0.4139 0.9762 -0.277 -0.139 0.628 0.050
C 0.8443 1.2704 0.2248 -2.860 2.460 2.985 -0.692
N -2.0974 0.6718 -1.0322 0.881 1.505 0.240 0.217
N 0.1200 -1.7480 -0.1821 -1.032 -1.182 0.547 -0.694
O -1.8715 -0.2762 -1.6749 -0.074 -3.000 -1.487 -0.419
Br -0.8432 1.2964 2.5788 0.364 -0.547 -0.991 0.116
H -2.4172 2.4400 0.0513 0.203 0.196 0.194 0.272
H -1.2187 -1.1380 1.5616 -1.003 -1.863 0.504 0.265
H 0.4803 2.3431 0.0406 0.373 -1.882 -0.091 0.275
H 1.2519 0.7860 -0.5359 1.314 -1.759 -4.059 0.212
H 1.6425 1.3862 0.8789 1.666 0.482 1.507 0.257
H -0.5781 -1.9518 -0.9094 0.579 0.935 -0.864 0.477
H 0.2832 -2.7024 0.1177 -0.176 -0.460 1.233 0.444
H 1.0868 -1.5285 -0.4484 -0.635 0.922 -0.595 0.458
```
Positions in Å, forces in eV/Å.

Computed properties:
LUMO level in eV: -3.77
Energy above the lowest of the compared OMol25 structures with the same formula, charge and spin in kcal per mole: 82.4
Total charge: +1
DFT total energy in hartree: -2915.54588



Density functional theory data (wB97M-V/def2-TZVPD) for an isolated ion of composition C4H8BrN2O2 and charge +1 in a non-equilibrium geometry.

The geometry in XYZ format:
```
17
Properties=species:S:1:pos:R:3:forces:R:3:nbo_charge:R:1
C -1.4654 -0.0699 0.5613 -4.506 1.178 3.335 0.123
C -0.2444 -0.3412 0.0107 3.683 -1.702 -4.118 -0.139
C 0.4730 -1.1678 1.0959 -0.330 -2.119 -0.535 -0.592
C -0.1640 -0.8676 -1.4520 2.857 1.904 -1.116 -0.649
N -0.1380 1.8962 0.1037 -2.229 1.723 0.302 0.098
N 0.5518 0.9070 -0.0996 3.091 -0.562 0.289 0.279
O 1.7990 0.8985 -0.3189 -1.412 -0.129 0.207 -0.473
O 0.4541 3.0679 0.0558 -2.101 0.805 0.225 -0.452
Br -3.1327 -0.6229 0.0513 1.481 0.371 0.055 0.462
H -1.4733 0.4126 1.5827 -0.123 -0.379 -1.300 0.268
H 0.1918 -2.2176 1.2438 -0.797 0.351 -0.354 0.265
H 0.4148 -0.6882 2.0125 -0.208 1.014 1.867 0.231
H 1.5091 -1.2938 0.8977 1.080 0.573 -0.911 0.297
H -0.5813 -1.7704 -1.6968 -1.086 -2.538 0.234 0.243
H 0.9543 -0.9218 -1.7360 -1.660 -0.147 0.799 0.279
H -0.5302 -0.2149 -2.2843 -0.151 0.263 1.314 0.258
H 1.3814 2.9938 -0.0278 2.409 -0.606 -0.295 0.502
```
Positions in Å, forces in eV/Å.

Computed properties:
LUMO level in eV: -7.38
Energy above the lowest of the compared OMol25 structures with the same formula, charge and spin in kcal per mole: 50.3
Total charge: +1
DFT total energy in hartree: -2990.71408



Density functional theory data (wB97M-V/def2-TZVPD) for an isolated ion of composition C4H8BrN2S and charge +1 in a non-equilibrium geometry.

The geometry in XYZ format:
```
16
Properties=species:S:1:pos:R:3:forces:R:3:nbo_charge:R:1
C 0.3589 -0.2340 -0.1199 0.213 0.088 2.090 0.371
C -1.1586 1.7245 -0.1501 2.472 4.329 1.300 0.091
C -2.4711 1.1190 -0.1355 -1.768 -2.406 -0.666 -0.731
C 1.8006 -2.2376 0.2143 1.120 -1.658 -2.542 -0.446
N 1.5769 -0.7909 0.0587 -2.743 0.779 -0.410 -0.426
N 0.1045 1.0757 -0.0763 0.138 -2.927 -1.347 -0.550
S -0.9103 3.3699 0.1565 -0.814 -2.007 -0.804 0.102
Br 3.0728 0.3119 -0.0488 -0.222 -0.323 0.109 0.348
H -0.5604 -0.7922 0.0421 0.487 -0.905 -0.537 0.237
H -3.1711 1.8876 0.1875 0.019 -0.205 -0.016 0.293
H -2.5144 0.2545 0.5653 0.058 0.604 -0.019 0.242
H -2.9144 0.6356 -1.0763 1.104 0.949 0.781 0.279
H 2.6752 -2.3828 -0.4876 -0.847 -0.374 0.809 0.238
H 2.1572 -2.5519 1.1932 -0.399 0.446 0.212 0.248
H 0.9991 -2.9796 -0.2065 0.966 2.024 0.947 0.263
H 0.9552 1.5905 -0.1165 0.216 1.585 0.093 0.442
```
Positions in Å, forces in eV/Å.

Computed properties:
LUMO level in eV: -5.03
Energy above the lowest of the compared OMol25 structures with the same formula, charge and spin in kcal per mole: 51.0
Structure (SMILES): CC(=S)/[NH+]=C/N(C)Br
Total charge: +1
DFT total energy in hartree: -3238.59457



Density functional theory data (wB97M-V/def2-TZVPD) for a 2-piece molecular cluster, C4H8BrNO overall in a non-equilibrium geometry.

The geometry in XYZ format:
```
15
Properties=species:S:1:pos:R:3:forces:R:3:nbo_charge:R:1
C 0.4665 0.6732 0.9994 -1.250 0.494 1.433 0.591
C 1.2479 -0.1997 -1.2608 2.716 -0.511 -0.510 -0.761
C -0.9081 -1.0936 -0.3349 -0.220 -0.450 2.071 -0.717
C 0.1869 -0.1956 -0.2641 0.111 2.648 -0.528 0.368
N -0.4336 0.5217 2.0595 -1.359 -1.103 -1.334 -0.817
O 1.3739 1.4579 1.1420 0.353 -0.742 -1.089 -0.543
Br -1.3405 2.0617 -1.2989 0.878 -1.308 0.681 -0.485
H 2.0126 -1.1300 -1.2732 -1.984 1.657 0.496 0.267
H 0.9572 -0.0684 -2.3234 -0.245 -0.137 0.849 0.280
H 1.8534 0.6509 -0.9199 0.308 -0.143 -0.701 0.277
H -1.7149 -0.8615 0.3185 -0.542 0.056 0.501 0.231
H -1.3022 -1.2597 -1.2600 -0.783 -0.096 -2.793 0.262
H -0.4830 -2.0375 -0.0596 0.306 -1.086 0.540 0.258
H -1.3764 0.1346 1.8574 1.276 0.379 0.113 0.381
H -0.5398 1.3460 2.6179 0.433 0.343 0.271 0.407
```
Positions in Å, forces in eV/Å.

Computed properties:
LUMO level (alpha / beta) in eV: -2.30 / -2.44
Energy above the lowest of the compared OMol25 structures with the same formula, charge and spin in kcal per mole: 43.1
DFT total energy in hartree: -2861.16036